{
  "formula": "C6H9Br",
  "method": "ωB97M-V with the def2-TZVPD basis set",
  "symbols": ["C", "C", "C", "C", "C", "C", "Br", "H", "H", "H", "H", "H", "H", "H", "H", "H"],
  "coordinates": [[-2.40894, 1.06976, -1.61407], [-1.48356, 0.50279, -0.89499], [-0.83148, -1.21363, 0.60036], [-1.69863, -0.79800, -0.33908], [1.91511, -0.35960, 0.38983], [2.73302, 0.59264, 1.08149], [2.53929, -2.07208, 0.82137], [-2.22745, 1.93733, -2.19075], [-3.47580, 0.78668, -1.71249], [-0.46205, 0.89608, -1.10247], [0.03526, -0.60532, 0.68969], [-0.90695, -2.24901, 0.99600], [-2.60664, -1.26571, -0.51931], [3.14302, 1.29773, 0.38443], [3.51046, 0.16040, 1.63939], [2.22533, 1.31993, 1.77060]],
  "atomic_forces_ev_per_a": [[-2.5780, 1.0118, -0.9426], [1.3344, -0.0996, -1.8015], [-1.5842, -1.8382, -1.1502], [2.1505, 0.5920, 2.8638], [-0.1496, -0.3354, -0.8774], [-0.0025, 1.6003, 1.5008], [-0.1290, -0.2430, -0.1281], [0.4539, 0.9402, -0.4005], [0.7782, -0.3914, 0.4266], [-0.5985, -0.4299, 1.0190], [0.4196, 0.0550, 0.5696], [0.1809, 1.0065, 0.1387], [-1.4816, -1.0446, -0.5729], [0.2325, 0.3355, -0.9168], [1.3206, -0.3390, 0.8944], [-0.3472, -0.8202, -0.6227]],
  "e_above_lowest_kcal_mol": 114.9,
  "homo_energy_ha": -0.3130,
  "energy_ev": -76404.7189,
  "orbital_gap_ev": 7.765
}